[1]
{"formula": "C25H27IIrN3O3S2", "method": "ωB97M-V/def2-TZVPD", "orbital_gap_ev": 6.20, "lumo_ha": -0.2491, "charge": 2, "elements": ["Ir", "N", "C", "C", "C", "C", "C", "C", "S", "N", "C", "C", "C", "C", "C", "C", "N", "H", "H", "H", "H", "H", "H", "H", "H", "H", "I", "C", "C", "C", "C", "C", "C", "C", "O", "O", "H", "H", "H", "H", "C", "C", "C", "S", "O", "C", "C", "C", "H", "H", "H", "H", "H", "H", "H", "H", "H", "H", "H", "H", "H", "H"], "xyz": [[0.536, -1.467, -0.164], [1.321, -0.126, 3.653], [0.174, -0.099, 4.499], [0.347, 0.076, 5.859], [-0.756, 0.096, 6.702], [-2.028, -0.059, 6.180], [-2.200, -0.237, 4.812], [-1.100, -0.256, 3.974], [-1.391, -0.451, 2.234], [0.203, -0.534, 1.634], [1.280, -0.370, 2.339], [2.535, -0.464, 1.559], [3.787, -0.062, 1.976], [4.844, -0.089, 1.074], [4.618, -0.501, -0.228], [3.345, -0.897, -0.597], [2.343, -0.886, 0.288], [2.216, -0.053, 4.107], [1.346, 0.196, 6.263], [-0.613, 0.233, 7.764], [-2.892, -0.041, 6.829], [-3.195, -0.357, 4.402], [3.944, 0.299, 2.982], [5.830, 0.225, 1.387], [5.412, -0.527, -0.960], [3.104, -1.264, -1.585], [1.677, -9.875, -2.147], [1.417, -7.871, -1.682], [1.326, -7.481, -0.347], [1.154, -6.148, -0.036], [1.084, -5.202, -1.063], [1.175, -5.598, -2.401], [1.336, -6.932, -2.709], [0.914, -3.808, -0.742], [0.595, -3.396, 0.444], [1.064, -2.847, -1.592], [1.388, -8.220, 0.439], [1.074, -5.833, 0.995], [1.110, -4.859, -3.188], [1.396, -7.250, -3.741], [2.128, 2.445, -4.772], [1.191, 1.244, -4.787], [0.140, 1.305, -3.686], [0.922, 1.217, -2.047], [0.052, 0.179, -1.298], [0.505, 2.810, -1.290], [-0.880, 2.879, -0.656], [-2.044, 2.941, -1.635], [2.894, 2.352, -5.540], [2.646, 2.546, -3.814], [1.582, 3.371, -4.960], [1.749, 0.308, -4.713], [0.652, 1.204, -5.735], [-0.535, 0.448, -3.685], [-0.449, 2.219, -3.738], [0.644, 3.535, -2.097], [1.289, 2.984, -0.552], [-0.872, 3.770, -0.025], [-1.002, 2.029, 0.019], [-1.924, 3.758, -2.349], [-2.975, 3.112, -1.097], [-2.161, 2.009, -2.189]], "atomic_forces_ev_per_a": [[-0.079, 0.064, -0.286], [-0.023, 0.135, -0.082], [-0.034, -0.004, 0.045], [0.044, -0.011, -0.031], [-0.024, -0.004, 0.008], [0.020, 0.009, 0.010], [-0.001, -0.026, -0.013], [0.013, -0.022, 0.002], [-0.149, 0.147, -0.022], [0.108, -0.116, -0.150], [-0.012, -0.058, 0.136], [-0.013, 0.207, -0.055], [-0.031, 0.014, 0.015], [-0.007, 0.000, -0.016], [-0.020, 0.003, 0.002], [0.086, -0.201, 0.091], [-0.005, -0.145, 0.022], [-0.002, -0.002, 0.011], [-0.004, -0.003, 0.010], [-0.002, 0.005, 0.000], [-0.001, -0.001, 0.001], [0.001, -0.011, 0.001], [0.021, -0.016, 0.005], [0.003, -0.009, 0.003], [0.005, 0.008, 0.003], [0.005, 0.006, -0.005], [-0.009, 0.028, 0.007], [0.002, -0.024, -0.009], [0.001, -0.014, 0.003], [-0.057, 0.009, -0.006], [0.013, -0.017, -0.072], [0.042, 0.017, 0.015], [-0.001, -0.008, 0.000], [0.097, -0.007, -0.009], [0.341, 0.074, 0.111], [-0.269, -0.108, -0.083], [0.001, 0.002, 0.002], [0.004, 0.002, 0.002], [0.000, -0.001, -0.001], [0.008, 0.003, 0.000], [0.004, 0.009, -0.007], [-0.019, 0.001, -0.024], [0.007, -0.020, 0.072], [0.170, 0.101, -0.143], [-0.286, 0.001, 0.421], [0.021, -0.010, -0.050], [0.010, -0.013, 0.033], [-0.005, -0.038, -0.013], [-0.012, 0.001, -0.012], [0.013, -0.005, -0.004], [-0.003, 0.002, 0.017], [0.014, 0.012, 0.031], [0.017, -0.016, -0.007], [0.003, 0.001, -0.038], [0.002, 0.005, 0.016], [0.000, 0.033, 0.032], [0.000, -0.042, 0.013], [-0.016, 0.021, -0.029], [0.007, 0.026, 0.023], [0.001, 0.000, -0.001], [0.002, 0.007, 0.003], [-0.002, -0.002, 0.004]]}


[2]
{"formula": "C3H10NOPS", "method": "ωB97M-V/def2-TZVPD", "orbital_gap_ev": 9.25, "lumo_ha": 0.0300, "smiles": "CNP(C)SCO", "elements": ["C", "N", "P", "C", "S", "C", "O", "H", "H", "H", "H", "H", "H", "H", "H", "H", "H"], "xyz": [[-1.627, 1.059, 1.564], [-0.747, 1.129, 0.422], [-0.435, -0.048, -0.794], [-1.574, -1.452, -0.298], [1.305, -1.072, 0.000], [2.479, -0.401, -1.237], [2.931, 0.925, -1.075], [-1.447, 1.980, 2.244], [-2.636, 1.003, 1.218], [-1.183, 0.169, 2.182], [-0.735, 2.105, 0.107], [-1.741, -1.085, 0.758], [-2.417, -1.240, -0.942], [-0.922, -2.346, -0.460], [1.880, -0.481, -2.105], [3.237, -1.179, -1.153], [3.631, 0.933, -0.431]], "atomic_forces_ev_per_a": [[2.749, -0.480, 2.271], [-0.042, 1.512, -1.251], [0.708, 0.009, 1.026], [1.342, 1.997, 0.696], [-0.244, 0.642, 0.064], [0.057, -0.307, 1.462], [-0.544, -0.625, -0.518], [-0.487, -1.437, -1.224], [-0.986, -0.376, 0.583], [-1.680, 1.391, -0.683], [0.339, -0.886, -0.385], [-0.303, -1.646, -1.031], [-0.507, -0.883, 0.113], [-1.383, 0.512, 0.296], [0.129, 0.192, -1.280], [0.501, 0.369, -0.619], [0.352, 0.016, 0.481]]}